C31H42BrN5O4 | ωB97M-V with the def2-TZVPD basis set

```
! wB97M-V def2-TZVPD RIJCOSX def2/J DEFGRID3
* xyz 0 1
C -4.048 3.333 4.081
C -3.095 2.138 3.901
C -2.290 1.915 5.198
C -1.081 2.869 5.335
C 0.268 2.128 5.218
C 0.519 1.676 3.772
C 1.445 2.655 2.998
C 1.181 2.598 1.513
C 0.645 3.643 0.807
Br 0.201 5.297 1.623
C 0.368 3.530 -0.576
C 0.634 2.381 -1.256
O 0.359 2.193 -2.572
C 0.417 3.334 -3.426
C -0.964 3.905 -3.698
N -1.876 2.868 -4.196
C -2.607 3.242 -5.406
C -4.028 3.716 -5.098
C -4.841 2.573 -4.462
O -3.922 4.834 -4.225
C 1.205 1.270 -0.568
N 1.444 0.124 -1.264
C 1.944 -0.840 -0.551
N 2.178 -2.107 -1.155
C 2.146 -2.146 -2.382
O 1.969 -2.226 -3.524
C 2.269 -0.747 0.835
C 2.852 -1.901 1.618
C 4.142 -2.555 1.051
C 4.113 -4.092 1.056
N 3.348 -4.739 -0.004
C 1.990 -5.134 0.350
C 1.459 -6.236 -0.529
C 1.628 -7.563 -0.124
C 1.128 -8.612 -0.877
C 0.434 -8.353 -2.048
C 0.267 -7.047 -2.480
C 0.776 -6.002 -1.716
O 0.570 -4.705 -2.156
N 2.035 0.358 1.491
C 1.471 1.398 0.801
H -4.669 3.138 4.957
H -4.711 3.461 3.226
H -3.454 4.234 4.233
H -3.655 1.245 3.621
H -2.390 2.392 3.105
H -2.973 2.135 6.024
H -2.004 0.866 5.305
H -1.143 3.380 6.295
H -1.127 3.578 4.502
H 1.090 2.742 5.590
H 0.174 1.233 5.838
H -0.405 1.484 3.227
H 1.038 0.717 3.807
H 1.212 3.647 3.377
H 2.472 2.377 3.228
H -0.063 4.394 -1.061
H 1.137 4.080 -3.084
H 0.790 2.951 -4.381
H -1.430 4.350 -2.816
H -0.845 4.715 -4.428
H -1.349 2.033 -4.418
H -2.732 2.334 -6.005
H -2.080 3.963 -6.043
H -4.469 3.974 -6.069
H -4.198 1.759 -4.131
H -5.585 2.181 -5.156
H -5.331 2.950 -3.564
H -4.786 5.253 -4.184
H 2.064 -2.631 1.816
H 3.110 -1.471 2.585
H 4.387 -2.182 0.058
H 4.975 -2.260 1.693
H 3.783 -4.427 2.050
H 5.148 -4.415 0.913
H 3.865 -5.508 -0.403
H 1.925 -5.442 1.404
H 1.339 -4.264 0.228
H 2.164 -7.746 0.800
H 1.275 -9.627 -0.532
H 0.005 -9.146 -2.647
H -0.250 -6.801 -3.398
H 1.085 -4.558 -2.956
*
```

Values from the calculation:
Max |F| (eV/Å): 1.2
HOMO-LUMO gap (eV): 8.11
DFT total energy (a.u.): -4355.19334

C31H42Cl2F15N2O12P | ωB97M-V with the def2-TZVPD basis set

```
! wB97M-V def2-TZVPD RIJCOSX def2/J DEFGRID3
* xyz 0 1
C -0.738 1.458 1.864
C -1.766 0.366 2.220
C -1.321 -0.532 3.394
Cl -2.687 -0.822 4.515
C -0.749 -1.905 2.902
C 0.122 -1.564 1.782
N 0.843 -1.286 0.933
C 0.199 -2.522 3.988
C -0.502 -3.097 5.140
N -1.049 -3.599 6.015
C 1.331 -3.447 3.485
C 0.965 -4.631 2.593
C 2.191 -5.087 1.757
C 2.917 -6.304 2.334
O 2.508 -7.529 1.731
P -2.291 -2.853 2.235
O -1.716 -3.233 0.758
Cl -2.256 -4.694 3.138
H -0.258 1.207 0.919
H 0.043 1.544 2.619
H -1.212 2.425 1.725
H -2.686 0.858 2.527
H -2.022 -0.230 1.344
H -0.551 0.008 3.939
H 0.736 -1.664 4.410
H 2.072 -2.824 2.987
H 1.819 -3.825 4.387
H 0.170 -4.400 1.894
H 0.697 -5.477 3.225
H 2.876 -4.257 1.586
H 1.825 -5.380 0.770
H 3.981 -6.205 2.111
H 2.800 -6.357 3.420
H 1.590 -7.446 1.454
H -2.368 -2.956 0.099
C -3.869 5.875 -2.067
C -2.359 5.955 -2.112
O -1.816 6.184 -0.794
C -1.650 5.114 -0.040
O -1.897 3.978 -0.322
C -1.018 5.519 1.306
F -1.590 6.609 1.818
F 0.288 5.769 1.140
F -1.139 4.520 2.181
H -4.280 6.771 -1.601
H -4.272 5.784 -3.074
H -4.200 5.016 -1.483
H -2.050 6.805 -2.715
H -1.922 5.059 -2.550
C 3.539 -8.352 -1.400
C 4.698 -7.612 -0.773
O 5.941 -8.306 -1.013
C 6.523 -8.073 -2.178
O 6.137 -7.354 -3.051
C 7.851 -8.853 -2.256
F 7.713 -10.101 -1.797
F 8.781 -8.234 -1.514
F 8.285 -8.910 -3.511
H 3.505 -9.379 -1.038
H 2.603 -7.859 -1.146
H 3.635 -8.381 -2.486
H 4.585 -7.576 0.307
H 4.768 -6.589 -1.141
C 2.817 1.912 0.439
C 2.387 1.115 -0.773
O 1.922 1.994 -1.824
C 2.848 2.528 -2.599
O 4.031 2.368 -2.540
C 2.171 3.402 -3.675
F 1.194 4.154 -3.152
F 1.634 2.622 -4.623
F 3.058 4.210 -4.248
H 2.006 2.559 0.776
H 3.087 1.236 1.249
H 3.676 2.544 0.211
H 1.544 0.479 -0.526
H 3.191 0.480 -1.141
C -6.654 -5.079 0.076
C -7.085 -3.773 -0.552
O -6.952 -2.680 0.383
C -5.753 -2.142 0.486
O -4.763 -2.456 -0.112
C -5.780 -0.978 1.498
F -6.466 -1.294 2.597
F -6.346 0.104 0.946
F -4.532 -0.684 1.836
H -7.213 -5.264 0.993
H -6.832 -5.902 -0.615
H -5.594 -5.063 0.327
H -8.140 -3.795 -0.813
H -6.519 -3.552 -1.456
C 2.011 9.837 -2.265
C 1.269 11.005 -2.877
O 0.049 10.568 -3.513
C -0.998 10.418 -2.718
O -1.050 10.606 -1.539
C -2.217 9.984 -3.552
F -1.895 9.037 -4.446
F -2.715 11.028 -4.227
F -3.183 9.492 -2.779
H 2.201 9.071 -3.017
H 2.964 10.172 -1.858
H 1.432 9.383 -1.461
H 1.853 11.465 -3.670
H 1.043 11.770 -2.136
*
```

Values from the calculation:
Structure (SMILES): CC[C@@H](Cl)[C@@](C#N)([C@@H](C#N)CCCCO)P(O)Cl.CCOC(=O)C(F)(F)F.CCOC(=O)C(F)(F)F.CCOC(=O)C(F)(F)F.CCOC(=O)C(F)(F)F.CCOC(=O)C(F)(F)F
Max |F| (eV/Å): 1.0
HOMO-LUMO gap (eV): 9.90
DFT total energy (a.u.): -4978.67663

Q: Among the records above, which one has the highest HOMO-LUMO gap?
A: C31H42Cl2F15N2O12P

What did the first record say?
C31H42BrN5O4 | ωB97M-V with the def2-TZVPD basis set

```
! wB97M-V def2-TZVPD RIJCOSX def2/J DEFGRID3
* xyz 0 1
C -4.048 3.333 4.081
C -3.095 2.138 3.901
C -2.290 1.915 5.198
C -1.081 2.869 5.335
C 0.268 2.128 5.218
C 0.519 1.676 3.772
C 1.445 2.655 2.998
C 1.181 2.598 1.513
C 0.645 3.643 0.807
Br 0.201 5.297 1.623
C 0.368 3.530 -0.576
C 0.634 2.381 -1.256
O 0.359 2.193 -2.572
C 0.417 3.334 -3.426
C -0.964 3.905 -3.698
N -1.876 2.868 -4.196
C -2.607 3.242 -5.406
C -4.028 3.716 -5.098
C -4.841 2.573 -4.462
O -3.922 4.834 -4.225
C 1.205 1.270 -0.568
N 1.444 0.124 -1.264
C 1.944 -0.840 -0.551
N 2.178 -2.107 -1.155
C 2.146 -2.146 -2.382
O 1.969 -2.226 -3.524
C 2.269 -0.747 0.835
C 2.852 -1.901 1.618
C 4.142 -2.555 1.051
C 4.113 -4.092 1.056
N 3.348 -4.739 -0.004
C 1.990 -5.134 0.350
C 1.459 -6.236 -0.529
C 1.628 -7.563 -0.124
C 1.128 -8.612 -0.877
C 0.434 -8.353 -2.048
C 0.267 -7.047 -2.480
C 0.776 -6.002 -1.716
O 0.570 -4.705 -2.156
N 2.035 0.358 1.491
C 1.471 1.398 0.801
H -4.669 3.138 4.957
H -4.711 3.461 3.226
H -3.454 4.234 4.233
H -3.655 1.245 3.621
H -2.390 2.392 3.105
H -2.973 2.135 6.024
H -2.004 0.866 5.305
H -1.143 3.380 6.295
H -1.127 3.578 4.502
H 1.090 2.742 5.590
H 0.174 1.233 5.838
H -0.405 1.484 3.227
H 1.038 0.717 3.807
H 1.212 3.647 3.377
H 2.472 2.377 3.228
H -0.063 4.394 -1.061
H 1.137 4.080 -3.084
H 0.790 2.951 -4.381
H -1.430 4.350 -2.816
H -0.845 4.715 -4.428
H -1.349 2.033 -4.418
H -2.732 2.334 -6.005
H -2.080 3.963 -6.043
H -4.469 3.974 -6.069
H -4.198 1.759 -4.131
H -5.585 2.181 -5.156
H -5.331 2.950 -3.564
H -4.786 5.253 -4.184
H 2.064 -2.631 1.816
H 3.110 -1.471 2.585
H 4.387 -2.182 0.058
H 4.975 -2.260 1.693
H 3.783 -4.427 2.050
H 5.148 -4.415 0.913
H 3.865 -5.508 -0.403
H 1.925 -5.442 1.404
H 1.339 -4.264 0.228
H 2.164 -7.746 0.800
H 1.275 -9.627 -0.532
H 0.005 -9.146 -2.647
H -0.250 -6.801 -3.398
H 1.085 -4.558 -2.956
*
```

Values from the calculation:
Max |F| (eV/Å): 1.2
HOMO-LUMO gap (eV): 8.11
DFT total energy (a.u.): -4355.19334

Q: The highest HOMO-LUMO gap belongs to which entry?
A: C31H42Cl2F15N2O12P

Q: Which of these has the highest max |F|?
A: C31H42BrN5O4